Entry 1:
Density functional theory data (ωB97M-V with the def2-TZVPD basis set) for C13H19ClN2O3Tc as an isolated structure at a distorted geometry.

Its spin multiplicity is 4. As for the energy: -1382.3063 Ha. The calculation puts the LUMO energy (spin up / spin down) at -0.2774 / -0.3872 Ha. Its total charge is +2. As for the expectation value of S²: 3.778. For the HOMO-LUMO gap (spin up / spin down), the calculation gives 8.42 / 5.36 eV. The HOMO energy (spin up / spin down) is -16.0 / -15.9 eV. As for the maximum force: 5.6 eV Å⁻¹.

Each line ends with the Mulliken charge.
Positions of all 39 atoms, in Å:
Cl 0.39174 0.06434 -4.41569  -0.057
C 3.06129 -1.05571 -0.52688  0.075
C 2.77258 -0.06297 0.44514  -0.462
C 2.55459 1.20197 -0.24192  -0.555
H 2.71527 -0.21316 1.51943  0.456
C 2.76713 0.96185 -1.67395  0.475
C 2.86307 -0.47604 -1.83923  -0.645
H 2.98471 -0.96878 -2.80669  0.584
H 3.37795 -2.07616 -0.33837  0.538
H 2.31724 2.16978 0.19961  0.513
C 2.98414 2.01792 -2.70822  -1.203
Tc 0.86099 0.22444 -1.08551  1.104
C -0.03517 1.59128 -2.12717  0.121
O -0.62775 2.41531 -2.68869  -0.141
C 0.10173 -1.24281 -2.18670  0.167
O -0.42619 -2.15516 -2.67094  -0.154
H 2.33117 2.87170 -2.48595  0.316
H 2.74628 1.63109 -3.70692  0.322
H 4.03177 2.35954 -2.67912  0.361
C -2.14619 2.04695 1.07563  -0.736
N -2.31878 0.67662 1.52693  0.044
C -3.31153 0.42984 2.56473  -0.925
C -1.38795 -0.18020 1.09446  0.535
O -0.50491 0.40681 0.34466  -0.707
N -1.30000 -1.49426 1.35869  0.210
C -2.39109 -2.26939 1.93455  -1.092
C -0.08725 -2.28067 1.16315  -1.060
H -2.93105 2.65411 1.52196  0.328
H -2.21601 2.10484 -0.01627  0.182
H -1.16575 2.44143 1.36878  0.288
H -4.11828 -0.21051 2.19524  0.328
H -2.85539 -0.01044 3.45821  0.333
H -3.72544 1.40642 2.82218  0.327
H -2.14696 -3.32646 1.76628  0.392
H -2.47006 -2.09904 3.02271  0.332
H -3.35000 -2.04521 1.44166  0.389
H -0.28791 -3.09279 0.45089  0.386
H 0.74847 -1.68078 0.80050  0.151
H 0.19355 -2.73569 2.12285  0.481

Entry 2:
Density functional theory data (ωB97M-V with the def2-TZVPD basis set) for a 6-piece molecular cluster, C13H19F3NO13 overall at a distorted geometry.

As for the energy: -1839.3256 Ha. The calculation puts the LUMO energy at 0.0646 Ha. Its total charge is -1. The relative energy (zero: lowest compared OMol25 entry of this formula, charge and spin) comes out at 16.97 kcal/mol. For the HOMO-LUMO gap, the calculation gives 5.81 eV. The HOMO energy is -4.1 eV. As for the maximum force: 2.8 eV Å⁻¹.

Each line ends with the Mulliken charge.
Positions of all 49 atoms, in Å:
N 1.22312 -0.27400 0.41725  0.045
H 0.75841 0.49844 0.88669  0.220
H 2.11983 0.10571 0.05049  0.402
H 0.62578 -0.65324 -0.32659  0.497
H 1.45069 -0.97106 1.16125  0.331
C 1.90092 -4.41170 3.29022  -1.003
C 2.31985 -3.17306 2.52867  0.637
O 1.49141 -2.21447 2.43434  -0.889
O 3.50193 -3.05683 2.14369  -0.704
H 2.62949 -4.75345 4.02461  0.264
H 1.66890 -5.25184 2.62582  0.234
H 0.94341 -4.34190 3.81600  0.291
C 4.15305 2.77141 -1.03116  -0.492
C 4.70461 1.48160 -0.40346  0.399
O 5.93918 1.37044 -0.26433  -0.762
O 3.85063 0.71382 0.12840  -0.694
H 3.70778 3.39203 -0.25580  0.085
H 3.39476 2.54311 -1.78465  0.088
H 5.01984 3.26503 -1.47411  0.320
C -4.26065 2.09305 3.09218  -0.430
C -4.13552 0.72149 3.69875  0.258
O -2.85285 0.30559 3.18120  -0.286
C -2.60791 0.98452 2.04061  0.503
O -1.68484 0.94013 1.29644  -0.334
O -3.58193 1.91513 1.87616  -0.332
F -5.15289 -0.08309 3.32410  -0.276
H -3.74299 2.93660 3.55675  0.296
H -5.30670 2.38137 2.98365  0.275
H -4.16489 0.77815 4.78649  0.301
C -1.76406 -3.29314 -3.90870  -0.405
C -0.52505 -4.10832 -3.67347  0.300
O 0.09843 -3.41039 -2.57814  -0.304
C -0.42765 -2.17647 -2.48015  0.523
O -0.15294 -1.31648 -1.68435  -0.567
O -1.33814 -2.03207 -3.40567  -0.344
F 0.34237 -4.03466 -4.70545  -0.275
H -2.62480 -3.71327 -3.38776  0.305
H -2.03966 -3.18498 -4.95503  0.270
H -0.77093 -5.13773 -3.41165  0.288
C -1.27494 2.65667 -1.47053  -0.421
C -0.55673 3.86986 -2.09649  0.268
O 0.38056 4.19508 -1.09048  -0.350
C 0.64041 3.07331 -0.39985  0.508
O 1.31437 3.00444 0.58291  -0.449
O -0.12583 2.08544 -0.85725  -0.025
F -1.46051 4.88889 -2.25393  -0.317
H -1.55954 1.95702 -2.25245  0.277
H -2.00650 2.95516 -0.72170  0.169
H -0.06133 3.70867 -3.05353  0.305

Entry 3:
Density functional theory data (ωB97M-V with the def2-TZVPD basis set) for C13H19FeO3S as an isolated structure at a distorted geometry.

Its spin multiplicity is 5. As for the energy: -2393.7757 Ha. The calculation puts the LUMO energy (spin up / spin down) at -0.1138 / -0.2447 Ha. Its total charge is +1. As for the expectation value of S²: 6.099. For the HOMO-LUMO gap (spin up / spin down), the calculation gives 5.35 / 4.57 eV. The HOMO energy (spin up / spin down) is -8.4 / -11.2 eV. As for the maximum force: 7.3 eV Å⁻¹.

Each line ends with the Mulliken charge.
Positions of all 37 atoms, in Å:
C 1.08240 -0.01745 -1.21511  -1.326
C 0.05868 -0.42030 -0.21784  0.314
C -0.82475 -1.50609 -0.45299  -1.223
Fe -2.17699 -0.36415 -1.48627  0.543
C -2.31952 -1.79631 -2.58596  0.303
O -2.34230 -2.65468 -3.38320  -0.391
C -1.37519 0.17677 -3.12784  0.166
O -0.98876 0.37246 -4.20900  -0.347
C -3.71342 -0.62941 -0.25075  -0.521
C -4.07284 -0.29250 -1.61124  -0.492
C -3.48040 0.99381 -1.90839  -0.630
C -2.77224 1.43053 -0.73538  -0.530
C -2.89877 0.42422 0.26635  -0.795
H 2.07865 -0.10973 -0.74091  0.396
H 1.08782 -0.65449 -2.12064  0.362
H 0.98608 1.03865 -1.54476  0.222
H -0.09745 0.23559 0.64708  0.278
H -0.42690 -2.29342 -1.09987  0.553
H -1.36092 -1.94202 0.40401  0.366
H -4.05631 -1.51670 0.29398  0.475
H -4.75843 -0.84147 -2.26135  0.610
H -3.64084 1.57756 -2.81762  0.634
H -2.26449 2.39587 -0.62601  0.466
H -2.50999 0.49799 1.28732  0.559
C 3.24911 1.81108 1.44524  -1.041
S 3.37562 0.06538 1.91984  1.142
C 3.63982 0.21177 3.70586  -1.056
C 1.93470 -0.64793 1.51939  -0.753
O 4.58307 -0.51125 1.32175  -0.608
H 2.38422 2.25957 1.94139  0.403
H 4.17589 2.31884 1.73400  0.451
H 3.12132 1.82799 0.35944  0.331
H 2.69925 0.49096 4.20407  0.411
H 3.99337 -0.76445 4.07488  0.383
H 4.41407 0.97911 3.88744  0.401
H 1.14785 -0.48485 2.25940  0.521
H 2.06861 -1.66100 1.12367  0.423